No. 1
Here is 7 unconnected molecules or ions with the total composition C5H24N2O7 in a non-equilibrium geometry from OMol25. Energies are from the ωB97M-V functional and the def2-TZVPD basis.

SMILES: CN(CC=O)CCN.O.O.O.O.O.O
ΔE to the lowest compared entry with this formula, charge and spin in kcal/mol: 111.5
HOMO in eV: -8.79
Largest force on an atom in eV Å⁻¹: 7.7
Frontier orbital gap in eV: 9.3

Geometry as ORCA input:
```
! wB97M-V def2-TZVPD RIJCOSX def2/J DEFGRID3
* xyz 0 1
C 1.53231 2.50389 -1.58293
N 0.92306 1.61285 -0.55082
C 0.27773 2.27205 0.66584
C -1.24068 1.97055 0.55954
O -1.71218 1.64758 -0.53037
C 1.86420 0.51302 -0.21131
C 1.09904 -0.77115 0.06437
N 1.81793 -2.10316 -0.30853
H 0.67077 3.24442 -1.91713
H 2.30654 3.13799 -1.23779
H 1.91306 1.88718 -2.50089
H 0.48273 3.28156 0.55353
H 0.53769 1.79925 1.60089
H -1.73212 2.19621 1.48082
H 2.65774 0.26232 -0.99427
H 2.36697 0.74899 0.74107
H 0.75586 -0.93299 1.06168
H 0.30398 -0.78260 -0.65161
H 2.71409 -2.17701 -0.83583
H 1.31677 -2.69240 -0.96260
O -0.47201 0.48219 2.88318
H -0.11770 0.06081 3.61167
H -1.05374 -0.37614 2.65151
O -2.27858 -1.59628 -0.16731
H -1.99399 -0.94517 -0.66277
H -3.16491 -1.65995 -0.01305
O -3.21957 -0.23678 -2.33082
H -2.29158 0.00569 -2.12463
H -2.92279 -0.76937 -3.10385
O -0.06380 0.10359 -3.02934
H -0.24298 0.31945 -3.98160
H -0.16114 0.82550 -2.39798
O -1.64865 -1.91033 2.58527
H -1.96326 -1.91221 1.69822
H -0.81821 -2.22856 2.77538
O 0.87678 -2.81199 2.53828
H 1.37793 -2.20713 3.04645
H 1.30268 -2.76185 1.57771
*
```

No. 2
Here is a gas-phase ion, C5H12NO (charge +1) in a non-equilibrium geometry from OMol25. Energies are from the ωB97M-V functional and the def2-TZVPD basis.

SMILES: [NH3+]/C=C/CCCO
ΔE to the lowest compared entry with this formula, charge and spin in kcal/mol: 67.1
HOMO in eV: -13.20
Largest force on an atom in eV Å⁻¹: 4.8
Frontier orbital gap in eV: 9.5

Geometry as ORCA input:
```
! wB97M-V def2-TZVPD RIJCOSX def2/J DEFGRID3
* xyz 1 1
N -2.89947 0.99550 -0.28901
C -1.34376 0.97982 -0.30749
C -0.71040 -0.09813 0.23237
C 0.45684 0.17680 1.05110
C 1.85875 0.25031 0.27854
C 2.07796 -1.17157 -0.31366
O 1.02402 -1.52874 -1.25689
H -3.26414 1.52293 -1.12354
H -3.36484 1.39438 0.49506
H -3.24402 0.03779 -0.42540
H -0.78612 1.88517 -0.47732
H -1.36702 -1.00147 0.17664
H 0.35251 -0.54155 1.90692
H 0.28415 1.26544 1.58305
H 2.59490 0.63114 1.01645
H 1.89279 0.82789 -0.65797
H 2.06854 -1.87228 0.56608
H 3.19513 -1.33406 -0.74385
H 1.17420 -2.41938 -1.71110
*
```

No. 3
Here is H2NOP in the gas phase in a non-equilibrium geometry from OMol25. Energies are from the ωB97M-V functional and the def2-TZVPD basis.

ΔE to the lowest compared entry with this formula, charge and spin in kcal/mol: 81.7
HOMO in eV: -11.17
Largest force on an atom in eV Å⁻¹: 10.2
Frontier orbital gap in eV: 11.8

Geometry as ORCA input:
```
! wB97M-V def2-TZVPD RIJCOSX def2/J DEFGRID3
* xyz 0 1
N -1.10506 0.36466 -0.18036
O 1.38995 0.88032 0.17477
P 0.25078 0.07142 -0.08908
H -1.57221 -0.45628 0.13872
H 1.03655 -0.86013 -0.04405
*
```

No. 4
Here is a molecular structure, C55H55AsBF4MgN2OS in a non-equilibrium geometry from OMol25. Energies are from the ωB97M-V functional and the def2-TZVPD basis.

HOMO in eV: -0.02
Largest force on an atom in eV Å⁻¹: 15.0
Frontier orbital gap in eV: 3.0

Geometry as ORCA input:
```
! wB97M-V def2-TZVPD RIJCOSX def2/J DEFGRID3
* xyz -2 2
Mg -0.33785 1.78515 -0.80178
C 2.05381 5.39832 1.21401
C 2.26234 4.17879 2.20023
C 2.68247 4.49366 3.61934
C 3.17601 3.21349 1.46955
C 4.60291 3.45337 1.62523
C 5.32483 2.59067 0.79985
C 4.67439 1.82502 -0.18879
C 3.35675 1.42579 -0.30526
C 2.88614 0.53857 -1.32218
C 3.23037 0.67037 -2.89008
C 3.03912 -0.90770 -0.86013
C 2.53886 2.19969 0.58624
N 1.24043 1.71124 0.51013
C 0.75527 1.62242 1.80032
C -0.69443 1.83638 1.82621
N -1.48332 1.77906 0.76620
C -2.84826 2.03562 0.74003
C -3.70644 1.53888 -0.37771
C -4.81679 2.14294 -0.78676
C -5.48998 2.90781 0.17346
C -5.02575 3.26769 1.35658
C -3.72008 2.84816 1.66860
C -3.12644 3.95974 2.62820
C -1.64905 4.28525 2.79746
C -3.85584 4.85156 3.64183
C -2.91868 0.27492 -1.07944
C -1.73250 0.29304 -2.14527
C -2.63387 -0.67280 0.20441
C -1.29414 1.37487 3.24681
C -2.44241 0.62746 3.49063
C -2.61578 -0.18767 4.53834
C -1.57358 -0.24157 5.38852
C -0.23524 0.22603 5.11199
C 1.09928 -0.18972 5.78398
C 2.18874 -0.05035 4.99783
C 2.34199 0.58638 3.57235
C 1.09339 1.02194 3.04735
C 0.01849 0.84879 3.84620
H 1.18111 6.18463 1.63442
H 1.75676 5.07282 0.31251
H 3.00167 5.66734 0.93911
H 1.27182 3.76904 2.56297
H 3.57441 5.04701 3.88039
H 2.75206 3.55442 4.14760
H 1.92790 4.93680 4.21781
H 4.84751 4.11211 2.50757
H 6.44853 2.39284 0.69860
H 5.28900 0.94908 -0.60885
H 1.82361 0.87113 -1.53746
H 2.18353 0.44675 -3.54689
H 3.98707 0.19836 -3.28728
H 3.29284 1.72906 -3.03183
H 2.85982 -1.12796 0.30758
H 4.04241 -1.14151 -0.62935
H 2.28281 -1.53858 -1.17767
H -4.98888 1.73594 -1.61121
H -6.45703 3.32130 0.10060
H -5.39056 4.28332 1.63574
H 8.56481 2.50894 -8.34734
H -0.91447 3.44639 2.93362
H -1.22003 5.22204 3.21144
H -1.10966 4.68891 1.92225
H -4.32347 4.51981 4.57926
H -4.60243 5.29391 3.17827
H -3.07555 5.75698 3.75628
H -3.57390 -0.43172 -1.46895
H -0.60953 -2.82234 0.49300
H -1.94224 1.19827 -2.83613
H -1.58139 -0.41798 -2.74536
H -1.85532 -1.37665 -0.72257
H -3.40294 -1.01788 0.80901
H -1.88467 -0.37039 0.83545
H -2.94054 0.74622 2.57542
H -3.53672 -0.58689 4.43481
H -1.93768 -0.36965 6.29392
H 1.22136 -0.70575 6.72659
H 3.05605 -0.56239 5.45192
H 3.33738 0.60765 2.89705
O 3.42449 4.56863 -2.45792
H 2.55840 4.31360 -2.11519
H 4.05916 3.87948 -2.27955
S 0.75576 -2.58579 2.35938
C 0.49614 -3.00569 0.87784
F 0.79915 3.22775 -2.00857
B -0.18262 4.22116 -2.14604
F -0.47833 4.37847 -3.51609
F 0.19713 5.44978 -1.58483
F -1.15847 3.67710 -1.17699
C 1.13436 -8.82945 -2.94797
C 2.10886 -7.83455 -3.01278
C 1.92973 -6.61554 -2.44842
C 0.90731 -6.30366 -1.91890
C -0.05056 -7.28012 -1.55014
C -0.03924 -8.48977 -2.08279
As 0.49104 -4.40876 -1.36172
C 0.05155 -3.85865 -3.25545
C 1.03445 -3.23870 -4.05166
C 0.83711 -3.14152 -5.41055
C -0.52264 -3.23010 -5.76805
C -1.45553 -3.63378 -4.96814
C -1.26158 -4.09045 -3.68823
C -2.03224 -4.46829 -2.47808
C -3.39557 -4.52202 -2.51613
C -4.01858 -5.32053 -1.55282
C -3.33107 -5.41522 -0.30871
C -2.14280 -4.80798 -0.00240
C -1.43752 -4.48087 -1.26162
H 1.22772 -9.80029 -2.91752
H 2.85299 -7.53255 -3.87876
H 2.72130 -6.10359 -2.89355
H -1.04977 -6.87006 -1.16066
H -0.79147 -9.35591 -2.05752
H 2.10355 -3.23430 -3.73091
H 1.69526 -2.97734 -6.18299
H -0.86339 -3.17498 -6.92203
H -2.60993 -3.68559 -5.30443
H -3.75737 -4.33367 -3.35024
H -4.91656 -5.82577 -1.75114
H -3.83057 -5.88280 0.48353
H -1.78028 -4.73230 0.91191
*
```

No. 5
Here is C4H13N5O2 in the gas phase in a non-equilibrium geometry from OMol25. Energies are from the ωB97M-V functional and the def2-TZVPD basis.

SMILES: NCCN(CCN)N(O)N=O
ΔE to the lowest compared entry with this formula, charge and spin in kcal/mol: 246.1
HOMO in eV: -8.53
Largest force on an atom in eV Å⁻¹: 7.7
Frontier orbital gap in eV: 8.1

Geometry as ORCA input:
```
! wB97M-V def2-TZVPD RIJCOSX def2/J DEFGRID3
* xyz 0 1
N 1.99085 -2.14719 -0.85464
C 1.45299 -0.91756 -0.27514
C -0.16298 -1.22659 -0.15190
N -0.87823 -0.02608 0.49393
C -0.33586 1.33407 -0.12728
C -0.52468 1.16908 -1.49723
N -1.77341 0.66940 -1.95789
N -0.72440 -0.16067 1.87078
O -1.58008 0.14216 2.92711
N 0.64325 0.29349 2.13029
O 0.91098 0.93112 3.29372
H 2.44871 -2.81515 0.03746
H 1.45545 -2.50260 -1.54675
H 1.64595 0.19686 -0.81828
H 2.00885 -0.99672 0.72052
H -0.37040 -2.07541 0.32481
H -0.59411 -1.21371 -1.05776
H -0.81569 2.34878 0.36603
H 0.80195 1.16640 0.12566
H -0.53553 2.33896 -1.63985
H 0.44999 0.96098 -2.02475
H -2.06246 1.03643 -2.87940
H -2.55954 0.96642 -1.17715
H -0.89161 0.52752 3.71770
*
```

No. 6
Here is a gas-phase ion, C24H29Cl3N4O3PS (charge +1) in a non-equilibrium geometry from OMol25. Energies are from the ωB97M-V functional and the def2-TZVPD basis.

SMILES: C#CCCCN1C(N[C@H](Cl)[C@H](C)Cl)=[N+](S)[C@@](Cc2cccc(C)c2)(P(O)Cl)O[C@]1(O)c1cccnc1
HOMO in eV: -10.76
Largest force on an atom in eV Å⁻¹: 5.2
Frontier orbital gap in eV: 6.1

Geometry as ORCA input:
```
! wB97M-V def2-TZVPD RIJCOSX def2/J DEFGRID3
* xyz 1 1
C -4.15829 0.61918 3.40460
C -3.28655 -0.25213 3.62181
C -2.00327 -1.03410 4.03884
C -0.65972 -0.56560 3.32658
C -0.83404 0.57437 2.23859
N -1.35644 0.12124 0.92299
C -0.56338 -0.97045 0.35130
N -1.06569 -2.18850 0.30265
C -2.39259 -2.55568 0.83273
Cl -2.20684 -4.16582 1.69952
C -3.52336 -2.73143 -0.27608
C -3.00051 -2.79633 -1.77349
Cl -4.85451 -1.47487 -0.02977
N 0.75127 -0.70936 -0.18914
S 1.87359 -1.09878 1.07375
C 0.91650 0.60498 -0.84281
C 2.32442 1.33633 -0.57290
C 3.57521 0.71622 -1.27040
C 4.67596 1.71359 -1.63148
C 5.96853 1.33577 -2.27845
C 6.24057 -0.09452 -2.65216
C 5.16004 -1.10409 -2.30636
C 5.47638 -2.60970 -2.73131
C 3.86225 -0.70932 -1.61771
P 0.63142 0.29163 -2.74693
O 1.21320 -1.28439 -3.13735
Cl 1.71802 1.74551 -3.85481
O -0.04347 1.62113 -0.52069
C -1.31274 1.16514 -0.13179
O -2.12417 0.64149 -1.21255
C -2.12355 2.46888 0.34955
C -1.32296 3.69374 0.73215
C -2.23019 4.82484 1.21725
C -3.69862 4.54003 1.20603
N -4.39439 3.39397 0.85959
C -3.61279 2.33920 0.41374
H -4.86446 1.49229 3.33456
H -1.86333 -0.91935 5.16375
H -2.23580 -2.14194 3.89668
H -0.11961 -1.48862 2.97173
H 0.00133 -0.11836 4.14047
H -1.40698 1.41079 2.72327
H 0.21780 0.99098 2.05063
H -0.50647 -2.95306 -0.10659
H -2.77358 -1.82801 1.60206
H -4.03929 -3.72503 -0.07815
H -3.80155 -3.32212 -2.38327
H -2.91590 -1.75741 -2.22499
H -2.02541 -3.36848 -1.82995
H 2.27619 -2.42355 0.89896
H 2.17620 2.35990 -1.05953
H 2.46632 1.59256 0.53162
H 4.53762 2.80700 -1.36811
H 6.73124 2.14040 -2.47757
H 7.20523 -0.38567 -3.16623
H 4.58895 -3.26840 -2.52525
H 5.74713 -2.57651 -3.83639
H 6.40635 -2.91134 -2.15160
H 3.08549 -1.48538 -1.39836
H 0.75154 -1.91879 -2.55759
H -2.79023 0.02709 -0.84570
H -0.20821 3.77240 0.67391
H -1.79547 5.81199 1.55993
H -4.34920 5.40761 1.54305
H -4.11520 1.37684 0.10320
*
```